Computed, not measured: 2 unconnected molecules or ions with the total composition C8H15NO2S at a distorted geometry, with ωB97M-V with the def2-TZVPD basis set.

E_LUMO ... 0.5 eV

Geometry as XYZ:
```
27
Properties=species:S:1:pos:R:3:forces:R:3
C 2.7554 -0.2694 -0.1161 -4.1780 -1.0475 -4.7450
C 0.3446 2.3473 1.0445 0.7785 0.1507 -3.6828
C 0.8273 2.8420 -0.3318 -1.3343 0.6996 -1.1764
C 0.6040 0.2384 -0.3113 3.1058 1.4951 0.1086
C 0.2666 -1.9571 0.6587 1.2365 2.6561 0.0742
C 0.2120 -1.6995 -1.7605 0.1502 -1.6394 1.2599
C -1.7266 -0.6798 -0.2411 0.9716 0.3699 -6.1556
C -0.2243 -0.9730 -0.4359 0.4003 -1.6063 0.0631
N 0.5599 0.9225 0.9983 -0.0004 -0.7893 0.0742
O 2.9086 0.3304 0.9166 2.4417 1.6803 3.7379
O 3.3124 -0.8600 -1.0002 0.0436 0.5807 1.5194
S 0.3726 1.5500 -1.5479 -0.2680 0.0876 0.4234
H 0.9299 2.6889 1.7996 1.7954 1.4780 2.2209
H -0.5929 2.7713 1.1485 -2.5126 -0.1611 0.4949
H 0.5551 3.8581 -0.7343 -0.8862 -1.0295 0.7934
H 1.8411 2.9798 -0.4157 2.8339 -0.3725 0.3783
H -0.3694 -2.7383 0.6805 -2.1446 -2.7250 0.4920
H 0.5830 -1.6292 1.6478 -0.9503 0.5667 0.3474
H 1.1947 -2.2963 0.3318 1.6303 -0.9411 -0.9079
H 0.3389 -2.8671 -1.6860 -0.9731 2.2314 -0.1226
H -0.3592 -1.3580 -2.5694 -1.3911 -0.0898 -1.2679
H 1.1883 -1.3975 -2.0539 1.1043 0.3997 0.2519
H -1.7964 -0.0632 0.5399 -0.8482 2.5722 3.0223
H -2.2516 -1.5409 -0.0934 -1.3979 -2.4744 0.6894
H -2.2482 -0.2142 -1.2251 1.4281 -0.6587 2.3173
H 1.9598 0.7780 1.3019 -0.7512 -0.9557 -0.8999
H -0.0891 0.4479 1.5878 -0.2843 -0.4778 0.6894
```
Forces are in eV/Å.